75
Properties=species:S:1:pos:R:3:forces:R:3:lowdin_spin:R:1 method="wB97M-V/def2-TZVPD" lumo_ev="-3.5 / -5.4" total_charge=+1 total_energy_ha=-2772.91923 multiplicity=3 mol_weight_g_mol=492.52 e_above_lowest_kj_mol=37.94 orbital_gap_ev="7.168 / 5.288"
V -1.15869 0.27760 -1.48812 -2.24 -0.36 3.45 0.249
C -2.26913 1.56555 0.15731 -0.25 -0.62 -0.06 0.045
C -3.08352 0.75213 -0.71898 0.65 -0.97 1.05 0.061
C -2.14024 -0.59275 0.92707 -0.50 -0.13 -0.62 0.088
C -1.77160 0.74075 1.20922 -0.35 0.59 -0.94 0.035
C -2.91366 -0.62178 -0.27516 0.12 1.30 0.08 0.001
C -2.18999 3.04630 0.08472 -0.18 0.54 0.15 0.008
H -2.27376 3.40240 -0.95095 0.00 -0.01 0.32 0.001
H -1.25866 3.43771 0.51829 -0.24 -0.11 -0.15 0.000
H -3.03026 3.47621 0.65247 0.24 0.05 -0.14 0.003
C -1.24547 1.24708 2.50218 0.46 0.04 0.51 0.004
H -0.70799 2.19409 2.37986 -0.13 -0.22 0.03 0.001
H -0.56608 0.52953 2.97798 -0.13 0.24 -0.18 -0.001
H -2.06540 1.43176 3.22556 0.17 -0.12 -0.48 0.002
C -1.97160 -1.74926 1.84466 0.30 -0.32 0.23 0.016
H -2.85509 -1.90191 2.49032 0.17 0.21 -0.32 0.007
H -1.10738 -1.59736 2.49672 -0.12 -0.08 -0.07 0.001
H -1.81291 -2.67826 1.29001 -0.08 0.14 0.08 0.002
C -3.55284 -1.82472 -0.85014 -0.33 -0.80 -0.06 -0.003
H -4.14308 -1.59221 -1.74249 0.10 -0.09 0.19 0.000
H -4.21908 -2.30805 -0.12018 0.07 0.18 -0.20 -0.001
H -2.80277 -2.58042 -1.12372 -0.32 0.09 0.09 -0.001
C -3.94849 1.24167 -1.81615 -0.39 0.09 -0.38 0.019
H -4.85866 1.70423 -1.40702 0.20 -0.03 -0.14 0.006
H -4.24407 0.40137 -2.45573 -0.08 0.42 0.11 0.001
H -3.43675 1.99579 -2.43408 -0.21 -0.14 0.06 0.005
C 0.74192 0.81193 -1.62801 1.40 2.27 -0.40 0.095
C -0.15811 1.78661 -2.23596 2.41 0.70 0.18 0.071
C -0.43044 1.83842 -3.71846 -0.09 0.53 -0.78 0.029
C -1.16257 0.60073 -4.32157 -0.11 0.30 -0.63 0.024
C -1.72406 -0.34360 -3.28254 0.54 -1.93 -0.95 0.064
C -0.84377 -1.30511 -2.60666 -0.95 -0.85 -1.87 0.074
C 0.62197 -1.38653 -2.95439 0.67 -0.76 -0.17 0.027
C 1.49633 -0.20000 -2.45441 0.65 -0.30 -0.11 0.026
H 0.49591 2.01498 -4.30299 -0.25 -0.10 0.48 0.007
H -0.49308 0.06267 -5.02620 -0.29 0.18 0.49 0.004
H -1.05624 2.72656 -3.91302 0.23 -0.33 0.16 0.000
H 2.00037 0.28017 -3.32267 -0.47 -0.05 0.47 0.006
H 1.25233 1.14310 -0.71247 -0.46 -0.19 -0.20 0.006
H -0.21200 2.75125 -1.72442 -0.13 -0.36 0.04 0.003
H 2.31991 -0.61524 -1.84592 -0.43 0.27 -0.17 0.001
H 1.02157 -2.32380 -2.52333 -0.23 0.46 -0.10 0.001
H -1.29995 -2.25100 -2.30452 0.06 0.36 -0.05 0.004
H 0.77393 -1.50352 -4.04809 -0.34 0.13 0.47 0.006
H -1.98991 0.99391 -4.93959 0.32 -0.33 0.28 0.001
H -2.74089 -0.68972 -3.49218 0.28 0.17 0.47 0.002
P 2.15692 1.93762 1.91615 0.94 0.44 0.23 0.012
C 2.51012 2.72393 3.54012 -0.48 0.04 0.21 0.015
H 3.49320 3.19939 3.48208 -0.18 0.02 0.16 0.000
H 2.53352 1.91692 4.28216 0.00 0.67 0.11 0.006
H 1.76305 3.48000 3.78818 -0.02 -0.15 0.25 0.001
C 3.92437 1.42710 1.80490 0.20 -0.20 -0.47 -0.002
H 4.53108 2.33832 1.93640 -0.04 -0.46 -0.16 0.000
H 4.13851 0.97726 0.83019 0.16 -0.04 0.16 0.000
H 4.16462 0.71648 2.60832 0.01 0.26 -0.46 -0.001
C 2.31186 3.49095 0.93262 -0.07 0.00 -0.16 0.005
H 2.33547 3.26770 -0.14243 -0.02 0.18 0.20 0.000
H 3.24366 3.99722 1.22321 -0.27 -0.03 -0.18 0.001
H 1.46433 4.15212 1.15513 0.15 -0.10 -0.16 0.000
P 1.34385 -2.77836 1.25901 -0.20 0.77 -0.41 0.006
C 0.33861 -4.00834 0.31923 -0.04 -0.15 0.05 0.001
H 0.95225 -4.85579 -0.00967 -0.16 0.05 0.06 0.000
H -0.08307 -3.51033 -0.57015 0.13 -0.18 0.28 0.000
H -0.49347 -4.38485 0.92786 0.19 0.05 -0.16 0.000
C 2.88703 -2.88917 0.27200 0.15 -0.08 0.17 0.001
H 2.70530 -2.55086 -0.75977 0.09 -0.11 0.34 0.000
H 3.25506 -3.92357 0.25690 0.08 0.23 -0.10 0.000
H 3.63444 -2.23520 0.74242 -0.07 -0.19 -0.25 0.000
C 1.80936 -3.64925 2.80027 -0.18 -0.09 -0.10 0.012
H 2.03768 -4.70353 2.59356 0.06 0.21 0.31 0.001
H 0.96139 -3.55512 3.49599 0.31 -0.24 -0.15 0.001
H 2.66638 -3.12404 3.25097 -0.24 -0.34 -0.19 0.006
O 3.21305 -0.86960 3.87461 -2.30 2.87 0.32 0.288
N 2.16129 -0.21613 3.99844 -0.55 -6.20 0.25 0.359
O 1.05409 -0.76016 4.17502 2.64 2.71 -0.38 0.293



87
Properties=species:S:1:pos:R:3:forces:R:3:lowdin_charge:R:1 method="wB97M-V/def2-TZVPD" lumo_ev=0.2 total_charge=0 total_energy_ha=-2957.80943 multiplicity=1 mol_weight_g_mol=646.14 orbital_gap_ev=9.135
C -4.66403 0.71422 1.70906 0.27 0.00 -0.25 -0.076
C -3.48714 0.76844 2.67575 -0.20 0.26 -0.16 -0.262
N -2.39960 -0.12971 2.31511 0.27 -0.12 0.44 0.029
C -2.50425 -1.58721 2.43181 -0.20 0.02 -0.34 -0.417
C -3.00833 -2.17019 1.09545 -0.08 -0.08 -0.13 -0.107
C -2.23108 -1.70662 -0.13032 0.00 0.03 -0.01 -0.168
F -3.11017 -1.06043 -1.01402 -0.02 0.05 -0.01 -0.070
C -1.06065 -2.06732 2.69493 0.05 0.14 -0.10 -0.620
Cl -0.73644 -3.77981 2.40134 -0.04 -0.06 0.02 0.775
O -0.58841 -1.64737 3.97737 0.07 0.02 -0.16 -0.230
S -1.29875 -2.14272 5.32110 -0.15 0.10 0.35 0.653
O -0.80770 -1.25300 6.32097 0.08 0.14 0.03 -0.250
O -1.17658 -3.54455 5.49688 0.01 -0.17 -0.22 -0.238
C -3.00718 -1.67395 4.96165 -0.15 0.02 0.21 -0.342
O -3.82865 -2.32236 5.89248 -0.28 0.27 0.20 0.009
C -3.45757 -2.02598 3.54838 0.20 -0.27 0.23 -0.235
F -3.61656 -3.39941 3.49895 -0.01 -0.10 -0.02 0.027
H -5.21899 -0.22422 1.73935 -0.11 0.08 0.14 0.059
H -5.33930 1.55076 1.89229 -0.10 -0.11 0.11 0.076
H -4.27219 0.81900 0.69538 -0.02 -0.01 0.01 0.071
H -3.82830 0.68545 3.71931 -0.08 -0.19 -0.04 0.098
H -3.06991 1.77051 2.59199 0.10 -0.03 0.01 0.098
H -1.53099 0.20108 2.71092 -0.08 0.07 0.04 0.121
H -3.03092 -3.25712 1.13072 0.00 0.02 0.10 0.100
H -4.03685 -1.83879 0.94844 0.00 0.02 0.07 0.115
H -1.79637 -2.54763 -0.66521 -0.03 0.13 0.02 0.084
H -1.46680 -0.96982 0.12342 -0.03 0.00 0.01 0.111
H -0.41847 -1.53250 1.99921 0.04 0.01 0.04 0.117
H -3.01480 -0.59604 5.12344 0.12 0.06 -0.26 0.134
H -4.15035 -1.67419 6.53626 0.22 -0.29 -0.16 0.120
H -4.45371 -1.59908 3.41229 0.05 0.14 -0.09 0.158
O -2.04834 2.50936 0.54818 0.04 0.05 0.04 0.085
C -2.29431 3.61183 0.13445 -0.10 -0.03 -0.20 -0.538
O -2.66318 4.55945 1.01881 0.11 -0.02 0.06 -0.006
C -2.79109 5.94348 0.65198 -0.02 0.14 -0.05 -0.229
C -4.14504 6.25237 0.05010 -0.04 -0.12 0.01 -0.062
C -2.24580 3.93333 -1.33948 0.17 0.13 0.03 0.023
H -1.96599 6.23920 0.00333 0.01 -0.05 -0.01 0.104
H -2.66571 6.48116 1.59045 -0.01 -0.04 0.02 0.124
H -4.30428 5.71148 -0.88258 0.02 0.03 -0.02 0.069
H -4.22690 7.31976 -0.15587 0.01 0.01 0.01 0.083
H -4.93913 5.96851 0.74099 0.00 0.03 0.01 0.083
H -3.19048 3.62297 -1.78646 -0.01 -0.02 0.00 0.099
H -1.44636 3.34538 -1.78257 -0.07 -0.09 0.00 0.092
H -2.06449 4.97926 -1.56624 -0.04 0.01 0.01 0.071
O -0.99695 -4.46166 -1.02147 0.05 -0.21 -0.05 0.070
C -0.03310 -4.73448 -1.68962 -0.06 -0.03 -0.03 -0.517
O 0.30505 -3.90687 -2.68999 0.04 0.07 0.07 0.010
C 1.52834 -4.04203 -3.43534 0.07 -0.01 -0.10 -0.235
C 1.40492 -5.03834 -4.56621 -0.10 -0.06 0.04 -0.058
C 0.75554 -6.00079 -1.45630 0.16 0.10 0.11 0.019
H 2.35905 -4.27310 -2.76858 -0.02 -0.01 0.01 0.108
H 1.71897 -3.05059 -3.83499 -0.03 0.02 0.03 0.110
H 1.20052 -6.04544 -4.20044 0.05 0.00 0.01 0.067
H 2.33228 -5.05613 -5.13771 0.00 0.03 0.00 0.077
H 0.58787 -4.75330 -5.22918 0.02 0.02 -0.02 0.085
H 0.25096 -6.81554 -1.97525 0.00 -0.01 -0.01 0.097
H 0.74167 -6.21026 -0.38978 -0.09 -0.03 -0.01 0.089
H 1.78745 -5.95570 -1.79242 -0.03 -0.02 -0.06 0.070
O 0.68143 5.80597 -0.75392 -0.02 0.00 0.00 0.100
C 1.45120 5.02703 -0.25542 -0.05 -0.08 -0.10 -0.512
O 2.76711 5.18062 -0.50235 -0.02 0.10 0.05 0.004
C 3.76870 4.39661 0.15475 0.09 -0.08 0.02 -0.233
C 3.99215 3.06288 -0.52710 -0.09 0.01 -0.07 -0.070
C 0.96270 3.86208 0.56815 0.07 0.16 0.24 0.024
H 3.53193 4.28041 1.21286 -0.04 -0.01 -0.01 0.113
H 4.66945 5.00523 0.09578 -0.02 0.02 -0.02 0.124
H 3.09788 2.43988 -0.49586 0.01 -0.01 0.04 0.069
H 4.80315 2.52308 -0.03693 0.01 0.01 0.00 0.077
H 4.25627 3.21735 -1.57353 0.03 0.00 0.01 0.085
H 0.67409 3.05825 -0.10893 -0.02 -0.03 0.03 0.098
H 0.07724 4.19407 1.10282 -0.05 -0.07 -0.04 0.083
H 1.66999 3.47526 1.29639 0.07 -0.04 -0.09 0.078
O 4.06549 -2.73884 -4.84734 0.03 -0.03 -0.04 0.104
C 4.84698 -2.14376 -4.15661 -0.10 0.10 0.04 -0.515
O 4.76890 -2.31395 -2.81943 0.04 -0.10 -0.02 -0.005
C 5.72522 -1.76291 -1.90604 0.05 0.07 0.08 -0.231
C 5.40498 -0.32899 -1.54011 -0.08 0.02 -0.08 -0.071
C 5.84862 -1.17369 -4.73504 0.16 -0.15 0.02 0.017
H 6.73695 -1.87168 -2.29812 -0.01 0.01 -0.03 0.113
H 5.65600 -2.39985 -1.02592 -0.03 -0.02 -0.02 0.124
H 5.45054 0.32905 -2.40830 0.05 0.00 0.00 0.069
H 6.11485 0.03533 -0.79677 0.00 -0.01 0.01 0.083
H 4.39925 -0.26514 -1.12437 0.01 -0.01 0.03 0.082
H 5.34858 -0.21630 -4.88069 -0.01 0.01 0.00 0.098
H 6.15651 -1.55209 -5.70598 -0.08 0.03 -0.04 0.093
H 6.73337 -1.01866 -4.12451 -0.03 0.05 0.03 0.070